Entry 1:
Molecular formula: C49H33F5Ge2N3O2SeSn
Method: DFT, ωB97M-V/def2-TZVPD

Geometry as XYZ:
```
96
Properties=species:S:1:pos:R:3:forces:R:3
Sn 1.116 -0.809 -1.765 0.29 0.01 0.09
O 1.133 0.356 -8.876 0.04 0.55 -0.04
N 1.002 -0.827 -8.533 -0.06 -0.30 0.07
O 1.041 -1.749 -9.359 0.07 -0.22 -0.30
C 0.807 -1.168 -7.192 0.00 -0.39 0.06
C 0.751 -2.534 -6.891 0.02 -0.19 -0.22
C 0.475 -2.992 -5.613 0.06 0.12 0.04
C 0.322 -4.369 -5.289 0.03 0.18 0.17
C -0.056 -4.718 -4.027 -0.03 0.02 -0.16
C -0.279 -3.712 -3.076 -0.09 0.06 0.33
N -0.048 -2.434 -3.319 -0.18 0.06 0.27
C 0.331 -2.063 -4.549 -0.07 -0.64 -0.17
C 0.523 -0.675 -4.812 0.01 0.41 -0.37
N 0.509 0.159 -3.758 -0.10 0.03 -0.07
C 0.495 1.472 -3.959 -0.01 0.09 0.31
C 0.512 2.021 -5.223 0.04 0.00 -0.07
C 0.641 1.191 -6.322 -0.07 0.10 0.21
C 0.667 -0.203 -6.141 0.10 0.36 -0.08
H 0.907 -3.238 -7.691 -0.05 -0.02 -0.06
H 0.491 -5.104 -6.060 0.01 -0.15 -0.09
H -0.199 -5.749 -3.740 -0.06 -0.10 -0.02
H -0.679 -3.947 -2.100 0.13 -0.08 0.14
H 0.468 2.060 -3.054 0.01 0.11 -0.03
H 0.443 3.091 -5.350 0.06 0.08 0.04
H 0.710 1.590 -7.321 -0.01 -0.03 0.09
C 0.297 0.507 -0.286 -0.08 0.41 -0.40
Ge 0.084 2.333 0.536 -0.11 0.10 -0.35
C 1.951 2.510 1.277 -0.73 -0.03 -0.14
C 2.467 1.941 2.429 -0.05 0.06 0.30
C 3.823 2.007 2.704 0.05 0.01 0.01
C 4.685 2.630 1.819 0.11 0.01 -0.04
C 4.183 3.165 0.645 0.22 0.06 -0.10
C 2.828 3.105 0.379 -0.12 0.10 -0.15
C -1.811 2.074 1.143 0.67 0.28 -0.24
C -2.733 2.891 0.505 0.14 0.23 -0.13
C -4.091 2.738 0.704 -0.31 0.02 -0.04
C -4.561 1.743 1.543 -0.09 0.03 0.00
C -3.652 0.901 2.160 -0.07 -0.12 0.01
C -2.293 1.063 1.957 0.12 -0.34 0.21
C -0.045 4.168 -0.320 0.13 -0.74 0.12
C 0.068 4.540 -1.649 0.01 -0.22 -0.07
C 0.020 5.871 -2.031 0.02 0.08 -0.22
C -0.149 6.865 -1.085 -0.05 0.04 -0.06
C -0.279 6.511 0.249 0.00 0.17 0.03
C -0.219 5.181 0.620 0.00 -0.15 0.18
H 1.809 1.437 3.128 0.04 0.04 0.00
H 4.206 1.555 3.608 0.02 -0.01 0.11
H 5.742 2.697 2.038 0.08 -0.04 0.00
H 4.851 3.621 -0.074 0.04 0.08 -0.02
H 2.448 3.530 -0.543 0.06 0.07 -0.04
H -2.383 3.664 -0.163 -0.09 0.10 -0.04
H -4.781 3.393 0.190 -0.08 0.06 -0.01
H -5.622 1.623 1.712 -0.05 -0.02 -0.02
H -4.000 0.096 2.793 -0.02 -0.04 0.10
H -1.607 0.390 2.455 -0.04 0.10 0.05
H 0.194 3.783 -2.409 0.00 0.06 -0.10
H 0.115 6.125 -3.077 0.01 0.06 -0.09
H -0.189 7.904 -1.387 0.00 0.01 0.01
H -0.427 7.277 0.997 0.01 0.02 0.08
H -0.316 4.914 1.663 -0.01 0.04 0.20
F -1.277 1.924 7.883 0.09 -0.08 -0.18
C -0.833 1.529 6.669 -0.01 0.02 -0.05
C -0.779 2.435 5.617 0.01 0.09 -0.28
F -1.162 3.720 5.809 0.01 -0.16 0.16
C -0.332 1.996 4.380 0.26 -1.26 0.49
F -0.273 2.929 3.381 -0.03 0.40 0.10
C 0.076 0.697 4.108 -0.38 0.35 1.53
Se 0.708 -0.336 1.373 0.15 -0.35 -0.25
C 0.014 -0.155 5.198 -0.36 1.44 -0.49
F 0.399 -1.451 5.035 0.16 -0.72 0.11
C -0.431 0.216 6.462 0.06 -0.11 -0.17
F -0.487 -0.665 7.491 -0.01 0.13 -0.04
Ge -0.314 -2.431 1.082 -0.08 -0.78 -0.19
C -1.951 -3.031 2.040 0.73 0.50 -0.29
C -1.981 -3.285 3.404 0.16 -0.01 0.14
C -3.130 -3.781 3.997 0.01 -0.05 0.13
C -4.262 -4.018 3.236 -0.04 0.03 0.01
C -4.251 -3.727 1.882 -0.16 -0.09 0.01
C -3.101 -3.236 1.292 0.07 0.05 -0.29
C 1.238 -3.643 1.265 -0.50 0.27 0.14
C 1.791 -3.870 2.519 -0.10 0.04 0.11
C 2.976 -4.571 2.652 0.06 -0.03 0.10
C 3.632 -5.041 1.526 0.08 -0.05 0.00
C 3.095 -4.815 0.270 0.11 -0.08 -0.04
C 1.906 -4.119 0.146 -0.23 0.03 -0.26
H -0.719 -2.391 -0.422 -0.02 -0.09 0.02
H -1.108 -3.092 4.008 0.09 0.03 0.13
H -3.142 -3.987 5.057 0.03 0.01 0.09
H -5.150 -4.423 3.701 -0.07 0.02 0.01
H -5.140 -3.890 1.290 -0.06 0.00 -0.09
H -3.086 -3.012 0.233 -0.10 -0.01 -0.09
H 1.309 -3.469 3.401 -0.02 0.00 0.13
H 3.396 -4.738 3.634 0.03 0.01 0.05
H 4.568 -5.571 1.627 0.07 -0.07 0.01
H 3.607 -5.173 -0.613 0.02 -0.01 -0.05
H 1.499 -3.928 -0.842 0.05 -0.05 -0.03
```
Forces are in eV/Å.

As for the LUMO energy (alpha / beta): 1.16 / 0.94 eV. The value obtained for the HOMO energy (alpha / beta) is -4.7416 / -3.8659 eV. As for the energy above the lowest of the compared OMol25 structures with the same formula, charge and spin: 14.24 kcal per mole. Its total charge is -1. For the largest force on an atom, the calculation gives 1.6 eV/Å. As for the gap between HOMO and LUMO (alpha / beta): 5.900 / 4.804 eV.

=====

Entry 2:
Molecular formula: C49H34Cl8N5O4S2Y
Method: DFT, ωB97M-V/def2-TZVPD

Geometry as XYZ:
```
103
Properties=species:S:1:pos:R:3:forces:R:3
Y 0.744 -0.464 0.127 0.82 -0.63 -0.19
C 5.133 -0.717 -1.739 -0.05 0.05 -0.16
C 4.772 -0.296 -3.009 0.15 -0.08 0.15
C 3.474 -0.504 -3.439 -0.10 -0.07 -0.19
C 2.576 -1.103 -2.571 0.15 -0.13 0.30
N 2.897 -1.438 -1.312 -0.25 0.20 -0.38
C 4.154 -1.256 -0.924 -0.07 -0.08 0.07
C 1.210 -1.510 -3.000 0.19 -0.23 -0.09
C 1.063 -2.293 -4.136 -0.14 0.28 -0.15
C -0.205 -2.745 -4.455 -0.06 -0.01 0.03
C -1.261 -2.445 -3.612 -0.06 0.02 0.06
C -1.021 -1.703 -2.460 0.09 0.04 -0.23
N 0.198 -1.232 -2.183 0.06 -0.15 0.14
C -2.071 -1.478 -1.437 -0.07 -0.05 0.21
C -3.419 -1.455 -1.755 -0.03 -0.05 -0.05
C -4.347 -1.315 -0.737 0.04 -0.01 0.01
C -3.902 -1.231 0.570 0.00 -0.03 -0.06
C -2.535 -1.247 0.797 0.10 -0.02 0.00
N -1.634 -1.352 -0.178 -0.08 0.15 -0.14
H 6.138 -0.594 -1.368 0.09 0.02 0.03
H 5.493 0.187 -3.658 0.02 -0.04 0.03
H 3.149 -0.196 -4.425 0.02 -0.06 0.04
H 4.377 -1.543 0.095 0.01 0.00 0.03
H 1.925 -2.546 -4.736 -0.01 0.02 -0.01
H -0.365 -3.358 -5.331 0.00 0.00 0.00
H -2.250 -2.833 -3.809 0.00 0.00 -0.01
H -3.736 -1.514 -2.787 -0.01 0.01 0.00
H -5.404 -1.269 -0.962 0.00 0.00 -0.01
H -4.591 -1.125 1.396 0.01 0.00 0.01
H -2.139 -1.161 1.802 0.00 0.01 0.01
Cl 1.944 -4.917 6.283 0.00 -0.01 -0.01
C 1.633 -4.271 4.714 0.01 0.02 0.03
C 1.565 -2.896 4.519 0.01 -0.04 0.02
Cl 1.796 -1.819 5.846 0.00 0.00 0.00
C 1.311 -2.394 3.255 -0.03 0.01 -0.08
Cl 1.219 -0.674 2.986 -0.01 0.09 0.12
C 1.107 -3.205 2.111 0.06 -0.02 0.07
O 0.880 -2.714 0.957 -0.03 0.33 0.11
C 1.190 -4.601 2.354 -0.02 0.00 0.02
Cl 0.956 -5.637 0.996 0.00 0.00 0.00
C 1.444 -5.115 3.615 -0.01 -0.02 -0.04
Cl 1.527 -6.822 3.840 0.00 0.00 0.01
O 0.206 1.360 0.179 -0.81 0.13 0.19
Cl 1.650 1.863 -5.453 -0.05 0.04 -0.05
C 2.215 2.894 -4.172 0.00 0.04 0.01
C 1.342 3.782 -3.567 -0.03 0.00 -0.02
C 1.811 4.577 -2.537 0.00 -0.02 0.04
C 3.122 4.488 -2.080 0.08 -0.03 -0.05
C 3.521 5.269 -0.847 -0.05 0.09 -0.11
C 2.828 4.689 0.392 -0.06 -0.06 0.01
N 3.152 3.287 0.581 -0.23 0.21 -0.17
C 4.105 2.728 1.397 0.24 -0.04 -0.01
C 4.059 1.397 1.146 -0.16 -0.55 -0.23
N 3.078 1.099 0.196 0.12 1.06 0.71
C 2.564 2.287 -0.098 0.17 -0.42 -0.11
O 3.107 6.627 -0.950 0.11 -0.04 0.07
C 4.168 7.548 -1.177 -0.02 -0.06 -0.07
C 4.992 7.244 -2.400 -0.05 -0.05 0.06
C 4.506 7.169 -3.671 0.01 0.01 -0.02
Cl 2.898 7.477 -4.175 -0.01 -0.01 0.01
S 5.703 6.740 -4.819 -0.01 0.04 0.00
C 6.904 6.683 -3.603 -0.01 -0.03 0.03
C 6.389 6.958 -2.377 0.00 0.01 -0.01
C 3.968 3.594 -2.724 -0.02 0.01 0.03
Cl 5.619 3.389 -2.210 0.02 -0.04 0.02
C 3.534 2.799 -3.774 0.04 0.00 -0.04
H 0.310 3.834 -3.887 0.00 0.00 0.01
H 1.137 5.264 -2.042 -0.03 0.02 0.00
H 4.604 5.203 -0.724 0.02 0.05 0.09
H 1.747 4.772 0.276 -0.03 0.07 -0.01
H 3.110 5.264 1.274 0.07 -0.08 0.01
H 4.709 3.320 2.063 0.02 -0.03 0.00
H 4.671 0.627 1.590 -0.07 -0.01 0.02
H 1.723 2.455 -0.745 -0.04 -0.05 -0.02
H 4.833 7.578 -0.305 -0.02 -0.01 -0.01
H 3.686 8.522 -1.266 -0.03 -0.01 -0.01
H 7.920 6.429 -3.856 0.00 -0.01 0.00
H 6.977 6.957 -1.469 0.00 0.00 0.00
H 4.213 2.108 -4.254 -0.06 0.13 0.01
O -2.501 1.552 -1.011 -0.06 -0.07 -0.22
S -2.302 1.779 0.443 0.20 0.31 0.12
C -3.978 2.156 1.032 -0.06 -0.06 -0.01
C -4.241 2.088 2.393 -0.07 0.02 -0.01
C -5.539 2.263 2.852 0.01 0.01 0.00
C -6.570 2.486 1.947 -0.01 0.00 0.01
C -6.301 2.536 0.585 0.02 0.01 0.02
C -5.003 2.367 0.125 -0.02 0.01 0.01
C -1.706 3.467 0.641 0.04 0.01 -0.04
C -1.226 3.890 1.869 0.01 0.03 0.03
C -0.823 5.209 2.025 -0.03 -0.05 0.01
C -0.895 6.091 0.954 0.07 -0.01 -0.02
C -1.358 5.647 -0.278 0.03 0.02 -0.04
C -1.758 4.327 -0.442 -0.08 -0.06 0.04
H -3.436 1.889 3.093 0.02 0.00 0.00
H -5.748 2.215 3.913 -0.01 0.00 0.00
H -7.584 2.613 2.304 0.00 0.00 0.00
H -7.107 2.704 -0.118 0.00 0.00 0.00
H -4.765 2.379 -0.932 0.00 -0.01 0.00
H -1.161 3.196 2.698 0.03 -0.02 -0.02
H -0.453 5.548 2.985 0.01 0.00 -0.01
H -0.579 7.120 1.075 -0.02 -0.01 0.00
H -1.418 6.337 -1.112 0.02 -0.02 0.01
H -2.123 3.949 -1.389 0.02 0.00 -0.01
```
Forces are in eV/Å.

As for the LUMO energy: -0.32 eV. The value obtained for the HOMO energy is -7.2887 eV. As for the energy above the lowest of the compared OMol25 structures with the same formula, charge and spin: 37.64 kcal per mole. For the largest force on an atom, the calculation gives 1.3 eV/Å. As for the gap between HOMO and LUMO: 6.967 eV.